## A
10
Properties=species:S:1:pos:R:3 method="wB97M-V/def2-TZVPD" homo_lumo_gap_ev=9.089 e_homo_ev=-8.75 lumo_energy_ev=0.343
C 0.4037 1.3196 0.5094
C -0.7982 -0.8250 -0.4143
O -0.1797 -1.9885 -0.0270
P 0.5690 0.3090 -1.0941
S -1.0761 0.2588 1.1113
H 1.2195 1.5322 1.2862
H -0.1555 2.2740 0.2382
H 1.7625 -0.3293 -0.6772
H -0.9500 -2.5411 0.0687
H -1.7397 -1.0500 -0.9062

=====

## B
10
Properties=species:S:1:pos:R:3 method="wB97M-V/def2-TZVPD" homo_lumo_gap_ev=10.164 smiles="CSC(=O)P" e_homo_ev=-9.52 lumo_energy_ev=0.643
C -1.0297 0.3706 0.1339
C 1.7390 -0.0154 0.5125
O -0.8246 1.5548 0.2572
P -2.9211 -0.2237 0.1029
S 0.0837 -0.8759 0.4533
H 1.2466 0.9218 0.2176
H 2.4289 -0.4962 -0.2155
H 2.2551 -0.2569 1.4030
H -2.6585 -1.5149 -0.2445
H -3.0635 0.1822 -1.2269

=====

Which is most stable, and by how much? B, by 11.6 kcal/mol.

=====

## A
9
Properties=species:S:1:pos:R:3 method="wB97M-V/def2-TZVPD" homo_lumo_gap_ev=9.869 e_homo_ev=-10.84 lumo_energy_ev=-0.973
C -0.0542 -0.7587 -0.4462
C -0.9633 0.4139 -0.2369
C 1.1794 0.3217 0.5466
O 0.8885 -0.9944 0.6044
O -0.2526 1.0899 0.7745
O -1.6649 -0.5390 0.4516
O 2.2065 0.8885 0.7848
H -1.3726 0.9067 -1.1172
H 0.0333 -1.3287 -1.3616

=====

## B
9
Properties=species:S:1:pos:R:3 method="wB97M-V/def2-TZVPD" homo_lumo_gap_ev=7.592 e_homo_ev=-9.54 lumo_energy_ev=-1.952
C -0.7335 -0.0159 -0.1929
C -0.2540 1.2431 0.0034
C 1.4874 -0.2677 -0.0510
H -1.8661 -1.7680 0.8811
H -0.5363 2.3293 -0.2268
O -1.9788 -0.6859 -0.2796
O 1.2229 1.0758 -0.0153
O 2.4276 -0.9939 -0.2372
O 0.2309 -0.9167 0.1182

=====

Which is most stable, and by how much? B, by 4.7 kcal/mol.

=====

## A
50
Properties=species:S:1:pos:R:3 method="wB97M-V/def2-TZVPD" homo_lumo_gap_ev="5.567 / 4.542" spin_multiplicity=2 e_homo_ev="-5.94 / -5.93" lumo_energy_ev="-0.370 / -1.386"
P 1.4222 -1.1197 -0.7924
P -2.1614 -0.0515 -0.1694
C -0.1773 -1.9928 -0.7899
C -1.3572 -1.2124 -1.3787
H -0.3563 -2.3494 0.2336
H 0.0307 -2.8883 -1.3998
H -1.0534 -0.6238 -2.2582
H -2.1097 -1.9498 -1.6927
C -3.1920 -1.3688 0.6512
H -3.9396 -0.9073 1.3108
H -2.5737 -2.0521 1.2589
H -3.7050 -1.9765 -0.1099
C -3.3621 0.9189 -1.0688
H -4.3160 0.3996 -1.0517
H -3.0889 0.9078 -2.1669
H -3.4729 1.8602 -0.4973
C 2.5618 -2.4074 -0.2076
H 3.5142 -1.9507 0.0882
H 2.7280 -3.0863 -1.0483
H 2.1237 -2.9680 0.6295
C 1.8094 -0.8313 -2.5250
H 0.8964 -0.6318 -3.1013
H 2.2725 -1.7506 -2.9051
H 2.5087 0.0057 -2.6257
Cu -2.1500 2.3023 -2.2672
C -0.4102 -0.0948 2.0143
C 0.4788 -1.1198 2.1978
C 1.6520 -0.9326 3.0887
C 2.3768 0.4337 2.8019
C 2.8159 0.5778 1.4350
C 2.0220 0.3883 0.2431
C 0.7287 1.3248 0.2105
C -0.1432 1.3056 1.4856
C -0.9244 3.7247 -1.8316
H -1.3951 -0.2067 2.4345
H 0.1717 -2.1384 2.0780
H 2.4080 -1.7521 3.0466
H 1.2808 -0.8881 4.1112
H 1.6478 1.1894 3.1295
H 3.2541 0.4851 3.4672
H 3.8178 0.9848 1.2300
H 2.6778 0.8048 -0.5440
H 0.0810 1.0976 -0.6624
H 1.0621 2.3558 0.0128
H 0.2803 1.9556 2.2725
H -1.1194 1.7686 1.2081
H -1.4168 4.6056 -2.2600
H 0.0387 3.5609 -2.3118
H -0.8266 3.7982 -0.7436
Br -3.4108 2.4951 -4.2302

=====

## B
50
Properties=species:S:1:pos:R:3 method="wB97M-V/def2-TZVPD" homo_lumo_gap_ev="5.550 / 5.361" spin_multiplicity=2 e_homo_ev="-5.80 / -5.80" lumo_energy_ev="-0.252 / -0.436"
P -0.6381 1.9959 0.7526
P 1.1699 -0.3446 -1.9796
C 0.6400 2.1170 -0.5353
C 0.4628 1.3543 -1.9019
H 1.6306 1.9142 -0.1133
H 0.6116 3.1966 -0.7531
H -0.5803 1.3588 -2.2581
H 1.0448 1.9396 -2.6311
C 2.9294 0.0699 -2.0967
H 3.5123 -0.8461 -2.1658
H 3.2335 0.6190 -1.2047
H 3.1107 0.6953 -2.9803
C 0.6034 -1.0497 -3.5310
H 1.2993 -0.7579 -4.3326
H -0.4034 -0.6900 -3.7956
H 0.5448 -2.1467 -3.4796
C -0.0398 2.9988 2.1226
H -0.5662 2.7277 3.0422
H -0.2415 4.0379 1.8665
H 1.0384 2.8806 2.2718
C -2.0109 2.8624 -0.0324
H -2.0824 2.5799 -1.0954
H -1.7584 3.9306 0.0434
H -2.9526 2.6536 0.4916
Cu -2.6781 -3.3489 -1.2684
C 1.2975 -1.1330 -0.2409
C 2.1625 -0.6370 0.7980
C 1.7609 0.0619 1.9822
C 0.6606 -0.6852 2.7933
C -0.6413 -0.1119 2.6982
C -1.2000 0.4602 1.4874
C -1.2116 -0.4865 0.1896
C -0.1831 -1.5880 0.0223
C -3.0337 -3.4307 0.6034
H 1.8549 -2.0457 -0.5509
H 3.1759 -1.0681 0.8098
H 1.4769 1.0982 1.7525
H 2.6925 0.1767 2.5755
H 0.6742 -1.7169 2.4135
H 0.9116 -0.7290 3.8589
H -1.2483 -0.1424 3.5981
H -2.2791 0.6358 1.6574
H -1.1529 0.1262 -0.7286
H -2.2051 -0.9438 0.0868
H -0.2770 -2.2698 0.8789
H -0.5292 -2.1724 -0.8666
H -3.4945 -4.4083 0.8115
H -3.6315 -2.5984 1.0347
H -1.9901 -3.4186 0.9728
Br -1.4700 -3.7214 -3.0737

=====

Which is most stable, and by how much? B, by 21.3 kcal/mol.

=====

## A
17
Properties=species:S:1:pos:R:3 method="wB97M-V/def2-TZVPD" homo_lumo_gap_ev=10.888 smiles="C[C@@]1(CO)C=CC(=O)O1" e_homo_ev=-10.36 lumo_energy_ev=0.527
C 0.4258 1.3862 0.7473
C 0.0841 0.2547 -0.1198
C 1.1410 -0.0715 -1.1474
C -2.2126 -0.2076 -0.4881
C -1.6810 -1.1740 0.6047
C -0.3713 -0.9063 0.7452
H -0.2373 1.8561 1.4458
H 1.3055 0.9761 1.3146
H 0.7388 2.2844 0.3114
H 1.7778 0.6720 -1.1774
H 0.7767 -0.3999 -2.1691
H 2.6275 -0.6954 -0.0524
H -2.2537 -2.0165 1.1026
H 0.2590 -1.5407 1.2701
O 2.0949 -1.0165 -0.7201
O -1.1524 0.5924 -0.8029
O -3.3228 0.0065 -0.8644

=====

## B
17
Properties=species:S:1:pos:R:3 method="wB97M-V/def2-TZVPD" homo_lumo_gap_ev="7.512 / 7.513" e_homo_ev="-8.62 / -8.62" lumo_energy_ev="-1.105 / -1.104"
C 0.0261 -1.4775 0.9143
C 0.6173 1.3023 1.2487
C -0.5915 0.5164 -0.7387
C 0.5241 -0.2847 0.1283
C -1.9090 0.2999 -0.5547
C 1.7164 -0.4117 -0.5338
O 0.0012 2.1463 0.6014
O -0.0812 0.9629 -1.9093
O 1.1452 1.1373 2.2911
H -0.7110 1.5842 -2.3006
H 0.8208 -1.8291 1.5737
H -0.2904 -2.2858 0.2531
H -0.8219 -1.2056 1.5427
H -2.5908 0.3939 -1.3873
H -2.3248 0.0381 0.4009
H 2.3382 -1.2890 -0.4216
H 2.1315 0.4023 -1.1081

=====

## C
17
Properties=species:S:1:pos:R:3 method="wB97M-V/def2-TZVPD" homo_lumo_gap_ev=9.333 e_homo_ev=-8.92 lumo_energy_ev=0.408
C -2.3052 0.2349 -0.7442
C -0.2883 -0.8878 0.3287
C 1.1806 -0.9383 -0.0877
C -0.9745 0.3526 -0.0705
C -0.3246 1.5244 0.0997
C 2.0789 -1.3029 0.8384
O 1.4998 -0.7707 -1.4197
O 0.6644 1.7813 1.0065
O -0.8222 -1.7789 0.9761
H 2.4394 -0.9897 -1.5312
H 0.6042 2.7123 1.2834
H -0.6754 2.4376 -0.3694
H -2.9379 1.0964 -0.5078
H -2.1852 0.1966 -1.8317
H -2.8332 -0.6728 -0.4350
H 3.1092 -1.5289 0.5969
H 1.7700 -1.4663 1.8675

=====

Which is most stable, and by how much? A, by 7.0 kcal/mol.

=====

## A
9
Properties=species:S:1:pos:R:3 method="wB97M-V/def2-TZVPD" homo_lumo_gap_ev="7.703 / 6.454" e_homo_ev="-9.01 / -8.06" lumo_energy_ev="-1.305 / -1.603"
C 0.6592 -0.1800 0.0407
C -0.6477 -0.5134 0.0546
C -0.2802 0.9557 -0.0007
P 2.6644 -1.0111 -0.0482
P -1.8214 -1.7361 0.0867
H -0.4136 1.5683 0.8875
H -0.4244 1.5060 -0.9260
H 3.1979 0.2854 -0.1333
H -2.9342 -0.8749 0.0387

=====

## B
9
Properties=species:S:1:pos:R:3 method="wB97M-V/def2-TZVPD" homo_lumo_gap_ev=9.467 smiles=C#CP.C#P e_homo_ev=-9.19 lumo_energy_ev=0.277
C 1.5232 -0.0980 -0.8831
C -2.2730 0.5076 -0.9456
C 1.4617 -0.6131 0.2298
P 0.9388 -1.0687 1.8228
P -1.3475 1.7743 -1.1147
H 1.6415 0.2148 -1.9121
H -3.0606 -0.2305 -1.0939
H -0.3354 -0.5611 1.3157
H 1.4513 0.0747 2.5810

=====

Which is most stable, and by how much? B, by 13.4 kcal/mol.

=====

## A
30
Properties=species:S:1:pos:R:3 method="wB97M-V/def2-TZVPD" homo_lumo_gap_ev=8.633 smiles=CCc1c[nH]c2ccccc12.CC e_homo_ev=-7.75 lumo_energy_ev=0.887
C 2.1430 2.2676 -0.7915
C 2.4377 3.3706 -1.8524
H 2.7106 1.4225 -0.8770
H 2.2012 2.6603 0.2495
H 1.0540 2.0617 -0.8222
H 1.6682 4.1785 -1.7261
H 2.3203 2.9863 -2.8433
H 3.4722 3.7388 -1.8313
C -0.5022 0.2003 -1.4110
C -1.8455 0.2025 -2.2274
C -0.3951 -0.9425 -0.4327
C -0.1203 -2.2357 -0.8895
C -0.6717 -0.8764 0.9656
C -0.4392 -2.2410 1.4123
C -1.1432 0.0629 1.8754
C -0.3887 -2.6292 2.7298
C -1.2772 -0.4020 3.2209
C -0.8215 -1.6655 3.6602
N -0.1080 -3.0746 0.3022
H 0.2956 0.1790 -2.1737
H -0.4150 1.1103 -0.8214
H -2.6976 0.3996 -1.6001
H 0.0426 -2.5957 -1.8919
H 0.2579 -3.9405 0.1274
H -1.5023 1.0136 1.5129
H -0.0937 -3.5668 3.0954
H -1.5405 0.3514 3.9752
H -0.7513 -2.0208 4.7936
H -1.9568 -0.8370 -2.6783
H -1.9335 0.8217 -3.0505

=====

## B
30
Properties=species:S:1:pos:R:3 method="wB97M-V/def2-TZVPD" homo_lumo_gap_ev=8.521 smiles=Cc1c[nH]c2ccccc12.CCC e_homo_ev=-7.64 lumo_energy_ev=0.881
C -1.7911 -1.8610 3.9978
C -2.1378 -1.8937 1.5425
C -1.3175 -1.6838 2.6624
C -0.0445 -1.2237 0.7829
C -0.0092 -1.1935 2.2196
C 1.0436 -0.7923 0.0787
C 1.0615 -0.5831 2.9085
C 2.0452 -0.1902 0.7169
C 2.0569 0.0150 2.1240
N -1.3538 -1.6658 0.4100
H -3.0093 -2.3373 1.3622
H -1.5754 -2.0090 -0.4945
H -1.8885 -2.8434 4.3419
H -2.8296 -1.7703 4.2514
H 1.0230 -1.1152 -0.9595
H 1.2098 -0.4793 3.9630
H 3.0130 0.2440 0.3340
H 2.9786 0.4191 2.5137
H -1.2396 -1.2739 4.7682
C 0.1956 2.3489 -3.8346
C -0.4794 0.9481 -3.8514
C 1.1430 2.7540 -2.7652
H 0.5407 2.7439 -4.7515
H -0.7160 3.0114 -3.7153
H -1.2915 0.9329 -4.6066
H -0.9600 0.9049 -2.8288
H 1.3768 1.9384 -1.9251
H 2.0718 2.9293 -3.2042
H 0.1531 0.1687 -3.8696
H 0.7308 3.5570 -2.1715

=====

## C
30
Properties=species:S:1:pos:R:3 method="wB97M-V/def2-TZVPD" homo_lumo_gap_ev=8.753 smiles=CCc1c[nH]c2ccccc12.CC e_homo_ev=-7.87 lumo_energy_ev=0.883
C -1.5566 1.0160 -1.3979
C -1.7915 2.5153 -1.1942
C -0.2956 0.6607 -0.7112
C 0.9128 0.4702 -1.3039
C -0.0293 0.6957 0.7162
C 1.3829 0.5054 0.8680
C -0.7753 0.9978 1.8369
C 1.9650 0.5849 2.1266
C -0.1940 1.0618 3.0925
C 1.1683 0.8704 3.2204
N 1.9244 0.3142 -0.3774
H -2.4773 0.4957 -1.1102
H -1.5268 0.7135 -2.4581
H -2.5211 2.9727 -1.8718
H 1.0832 0.3289 -2.3646
H 2.8681 0.0620 -0.5932
H -1.8610 1.0435 1.7732
H 3.0386 0.4655 2.0856
H -0.8180 1.2411 3.9604
H 1.6274 1.0484 4.1883
H -0.8880 3.0946 -1.4361
H -1.9644 2.7909 -0.1594
C -0.3350 -3.2097 -0.4876
C 0.5675 -2.8531 -1.6717
H 0.1697 -3.8665 0.2225
H -0.6274 -2.2534 -0.0342
H -1.2779 -3.6579 -0.7814
H -0.0350 -2.5768 -2.5619
H 1.1749 -3.6207 -2.1548
H 1.0915 -1.9112 -1.4209

=====

## D
30
Properties=species:S:1:pos:R:3 method="wB97M-V/def2-TZVPD" homo_lumo_gap_ev=8.667 smiles=Cc1c[nH]c2ccccc12.CCC e_homo_ev=-7.78 lumo_energy_ev=0.887
C 1.5439 1.8456 0.0997
C 2.4411 1.8075 1.3721
C 0.5359 3.0031 0.1695
H 2.2961 1.8663 -0.7315
H 0.9391 0.9534 0.0491
H 1.9218 1.7930 2.3491
H 1.0089 3.8244 -0.4110
H -0.4002 2.7589 -0.3886
H 3.0333 2.7623 1.4127
H 3.1946 1.0005 1.4484
H 0.2745 3.2940 1.1995
C -2.3721 -0.6160 -2.4855
C -0.8921 -1.6956 -0.6616
C -2.1441 -1.0248 -1.0695
C -0.9183 -1.5579 0.7678
C -2.9669 -0.9213 0.0290
C 0.4145 -1.8274 -1.2405
C 0.1501 -1.6699 1.6945
C 1.5074 -2.0431 -0.4381
C 1.3046 -1.8558 0.9695
N -2.2342 -1.3090 1.1227
H 0.4475 -1.6651 -2.3174
H -2.5601 -1.4730 -3.1710
H -1.5067 -0.0489 -2.8536
H -3.9672 -0.5020 0.1404
H -2.4802 -1.2357 2.0850
H -0.0722 -1.5164 2.7370
H 2.5328 -2.2047 -0.8929
H 2.1852 -1.8307 1.6313
H -3.2171 0.0885 -2.6164

=====

Which is most stable, and by how much? C, by 19.0 kcal/mol.

=====

## A
30
Properties=species:S:1:pos:R:3 method="wB97M-V/def2-TZVPD" homo_lumo_gap_ev=8.670 smiles=Cc1c[nH]c2ccccc12.CCC e_homo_ev=-7.79 lumo_energy_ev=0.878
C -1.2563 -0.7918 -3.0967
C 0.0060 -1.0515 -2.2434
C -1.2915 0.6960 -3.5821
H -2.2082 -0.9620 -2.6308
H -1.3902 -1.3924 -3.9619
H 0.2647 -0.1638 -1.5436
H -0.2667 -1.8664 -1.5793
H -2.3055 1.0115 -3.9861
H 0.7864 -1.3336 -2.8581
H -0.6190 0.9172 -4.3227
H -1.0217 1.4936 -2.7972
C 2.5461 0.9887 0.2503
C 0.6897 -0.0403 1.5330
C 1.1965 0.9750 0.7059
C -0.7130 0.3991 1.8834
C 0.3081 1.9901 0.5995
C 0.2639 -1.9744 2.9469
C -0.8592 -1.3908 3.4409
C 1.1259 -1.1679 2.1506
C -1.3904 -0.2219 2.9312
N -0.7793 1.7716 1.4551
H 0.8800 -2.6592 3.4906
H -1.4416 -2.0174 4.1084
H 2.1304 -1.5299 2.0620
H -2.2257 0.0975 3.4327
H 2.9992 1.9684 0.4956
H 2.6544 1.0113 -0.8462
H 0.4677 2.9357 -0.0330
H -1.7687 2.1230 1.3066
H 3.2181 0.1845 0.6885

=====

## B
30
Properties=species:S:1:pos:R:3 method="wB97M-V/def2-TZVPD" homo_lumo_gap_ev=8.743 smiles=Cc1c[nH]c2ccccc12.CCC e_homo_ev=-7.80 lumo_energy_ev=0.944
C 2.6095 1.1886 -1.1322
C 1.3486 -0.6688 0.2154
C 2.5001 0.1313 -0.0803
C 1.7294 -1.4817 1.3434
C 3.5216 -0.2110 0.7776
C 0.0744 -0.9602 -0.3027
C -0.7906 -1.8358 0.3284
C -0.3729 -2.5256 1.4681
C 0.8504 -2.3104 2.0665
N 3.0252 -1.1860 1.6286
H -0.3375 -0.3236 -1.0649
H -1.7948 -1.8298 -0.0751
H -1.0651 -3.2114 1.9560
H 1.7403 1.1187 -1.8233
H 3.4365 1.0550 -1.8398
H 4.4515 0.2671 0.9577
H 3.6275 -1.6283 2.2969
H 1.1326 -2.8891 2.9199
H 2.5668 2.1728 -0.6492
C -2.1756 1.7162 -0.5529
C -3.4098 1.2701 0.2479
C -2.0942 1.2694 -2.0172
H -1.8547 2.7520 -0.6995
H -1.3918 1.2057 0.0016
H -3.3896 0.1807 0.2365
H -2.1992 0.1792 -2.1189
H -2.9542 1.7562 -2.4787
H -4.2637 1.5989 -0.3467
H -3.3779 1.7168 1.2430
H -1.1429 1.4832 -2.5063

=====

## C
30
Properties=species:S:1:pos:R:3 method="wB97M-V/def2-TZVPD" homo_lumo_gap_ev=9.470 smiles=C[C@H](N)Cc1ccc2c(c1)CCC2 e_homo_ev=-8.56 lumo_energy_ev=0.909
C 3.1660 0.1403 1.1565
C 3.2451 0.9516 -0.3202
C 2.3866 -0.1342 -1.2400
C 0.8544 -0.5457 -0.9069
C 0.5846 -1.6709 -0.2824
C -0.7106 -1.7883 0.5043
C -1.6677 -0.9599 0.4264
C -3.1090 -1.0051 0.8895
C -3.7492 0.3036 0.4360
C -2.9109 0.7347 -0.5683
C -1.4268 0.2266 -0.3509
C -0.2124 0.4142 -0.8850
H 2.2264 0.5580 1.8612
H 3.2714 -1.1342 1.1780
H 4.0366 0.5138 1.6149
H 4.3156 1.1585 -0.4698
H 2.1853 2.6183 -0.8672
H 1.1118 1.5578 0.0251
H 2.2382 0.1166 -2.3494
H 3.0874 -1.0036 -0.8163
H 1.4299 -2.3765 0.0690
H -0.7027 -2.7648 1.0235
H -3.2018 -1.5525 1.9023
H -3.7018 -1.7890 0.4566
H -3.9424 1.3155 1.2252
H -4.8299 0.1521 0.1616
H -3.1517 0.5181 -1.5595
H -2.6607 1.8448 -0.7817
H -0.3173 1.4877 -1.4577
N 2.1558 2.1126 -0.0749

=====

## D
30
Properties=species:S:1:pos:R:3 method="wB97M-V/def2-TZVPD" homo_lumo_gap_ev=8.438 smiles=Cc1c[nH]c2ccccc12.CCC e_homo_ev=-7.55 lumo_energy_ev=0.890
C -1.9685 -2.4177 1.0023
C -2.5356 -1.0146 0.9860
C -1.2678 -2.9288 2.2606
H -2.7431 -3.1983 1.1088
H -1.3502 -2.5318 0.0737
H -3.6701 -1.0632 1.2127
H -2.2991 -0.3100 0.2054
H -1.8391 -2.8451 3.1971
H -0.6426 -3.8597 2.1246
H -2.2596 -0.4445 1.9474
H -0.5481 -2.1338 2.6546
C 0.4549 3.8295 -1.1553
C 0.7335 0.1951 -1.0555
C 1.2805 1.3824 -1.0073
C 0.2961 2.3883 -1.0504
C -0.9555 1.7007 -1.0878
C 1.3848 -0.9926 -0.9884
C 2.8007 -0.9596 -0.7991
C 3.3008 0.3099 -0.3549
C 2.5863 1.5420 -0.5183
N -0.7203 0.3131 -1.1939
H 0.9188 -1.9464 -1.1057
H 3.4795 -1.7102 -0.9856
H -1.3147 -0.4284 -0.9204
H 4.3378 0.1369 0.1305
H -1.9459 1.9843 -1.1871
H 3.0524 2.2752 0.1813
H 0.9069 4.1799 -2.0807
H 1.0710 4.2023 -0.2749
H -0.5436 4.3449 -1.3196

=====

Which is most stable, and by how much? B, by 31.3 kcal/mol.